Record 1
ORCA calculation (ωB97M-V/def2-TZVPD) on a molecular structure, C2H18AgBF6NO11S2 at a distorted geometry.

Each line ends with the Löwdin charge.
Element x y z (Å)
Ag 0.1849 -2.3275 -0.2578  0.9568
C -1.3221 -1.8559 -6.1193  -0.5823
F -2.3802 -2.7504 -6.2187  0.0799
F -0.2717 -2.5037 -5.7226  0.1444
F -1.0768 -1.2958 -7.3477  0.1127
S -1.7013 -0.5302 -4.7090  0.6922
O -0.3895 -0.0430 -4.2853  -0.3596
O -2.5546 0.5306 -5.2965  -0.3324
N -2.4282 -1.4345 -3.4022  -0.3308
S -3.9970 -1.4418 -3.5777  0.5041
O -4.4127 -1.3507 -4.9516  -0.3140
O -4.5961 -2.4992 -2.8386  -0.3135
C -4.7087 0.1896 -2.7217  -0.5850
F -4.7969 0.0821 -1.3367  0.0609
F -3.7936 1.1301 -2.9022  0.1042
F -5.8704 0.5105 -3.2962  0.1399
B 0.6572 0.9203 1.6092  -0.0930
H -0.3153 0.5498 1.3244  0.0563
H 0.9966 0.4338 2.5105  -0.0058
H 1.3017 0.6674 0.7816  0.0190
H 0.5373 1.9860 1.7276  0.0301
O 3.7196 -1.9906 -2.0721  -0.0623
H 4.2144 -1.1889 -2.2415  0.0332
H 4.1456 -2.6547 -2.6141  0.0353
O 2.9746 3.8410 4.6555  -0.0459
H 2.4056 3.4303 4.0044  0.0162
H 2.3738 4.1848 5.3165  0.0325
O 2.9225 4.5363 -0.9984  -0.0442
H 2.2990 4.0497 -0.4592  0.0164
H 3.3985 3.8617 -1.4827  0.0286
O -2.0926 1.2792 5.0787  -0.0448
H -2.8142 1.4852 4.4845  0.0344
H -1.3361 1.1584 4.5047  0.0116
O 3.2691 1.0140 8.1140  -0.0508
H 2.9964 1.3181 7.2483  0.0191
H 2.8044 1.5846 8.7262  0.0291
O 6.0938 -0.6763 2.9972  -0.0474
H 5.2002 -0.3388 2.9358  0.0206
H 6.3698 -0.7914 2.0879  0.0268
O -2.4186 -4.1287 2.0535  -0.0634
H -3.0795 -4.7177 1.6893  0.0377
H -2.5090 -4.2236 3.0016  0.0331

Summary:
LUMO level (alpha / beta) = -0.163 / -0.255 Ha
Orbital gap (alpha / beta) = 5.1 / 2.6 eV
E = -2536.3555 Eh
Charge = 0
Spin multiplicity = 2
F_max = 5.67 eV/Å

Record 2
ORCA calculation (ωB97M-V/def2-TZVPD) on a molecular structure, C2H18AgO8 at a distorted geometry.

Each line ends with the Löwdin charge.
Element x y z (Å)
Ag 0.3941 -0.7304 -0.7833  0.7409
O 1.4391 -1.1174 1.3437  -0.0567
H 1.8911 -0.4234 1.8377  0.0624
H 0.6611 -1.3824 1.8107  0.0255
O -0.9489 0.5546 -2.1213  -0.0655
H -1.7509 0.0446 -2.1163  0.0570
H -1.2799 1.4486 -2.2343  0.0912
O -1.7479 -1.6974 -0.1393  -0.0119
H -1.7339 -2.0234 0.7097  0.0101
H -2.3599 -0.9664 -0.1903  0.0531
O 2.0781 0.6916 -1.3523  -0.0600
H 2.5051 1.4116 -0.8713  0.0703
H 2.2241 1.0186 -2.2403  0.0710
O 0.3511 -1.0764 -3.9573  -0.0473
H -0.1329 -0.4104 -3.5113  -0.0528
H -0.2319 -1.4344 -4.6293  0.0501
O 1.5271 -2.5884 -1.7433  -0.0444
H 2.4621 -2.4674 -1.8043  0.0489
H 1.4601 -3.4704 -1.4073  0.0523
C -0.7669 1.0606 2.9107  -0.2372
C -0.7519 1.9516 1.7137  -0.2556
O -0.1519 1.2236 0.7337  -0.1184
O -1.3829 1.5756 4.0967  -0.0520
H 0.1831 0.7336 3.1787  0.0898
H -1.3989 0.1536 2.6627  0.1381
H -0.3509 2.9746 1.7267  0.1440
H -1.7399 2.1826 1.2727  0.1342
H 0.5091 1.7306 0.3097  0.0558
H -0.9559 1.0316 4.7947  0.1070

Summary:
LUMO level = -0.120 Ha
Orbital gap = 9.5 eV
E = -835.5970 Eh
Charge = +1
Spin multiplicity = 1
F_max = 3.39 eV/Å

Record 3
ORCA calculation (ωB97M-V/def2-TZVPD) on a molecular structure, C2H18B3N2O4Tl at a distorted geometry.

Each line ends with the Löwdin charge.
Element x y z (Å)
Tl 18.9255 10.7540 12.8157  1.3430
B 19.3005 11.0053 9.9232  -0.3173
H 18.8470 9.9661 10.1228  -0.0139
H 19.7043 10.9060 8.8569  0.0267
H 18.5057 11.8118 10.0230  -0.0721
H 20.1548 11.3228 10.6433  -0.0310
B 18.3228 13.0614 14.5115  -0.3772
H 18.7257 13.4385 13.5047  -0.0446
H 17.3017 12.5684 14.3399  -0.0523
H 19.0120 12.2108 14.8868  -0.0586
H 18.1465 13.8831 15.2873  0.0251
B 18.4088 7.9799 13.2668  -0.3435
H 19.2942 8.2614 13.9408  -0.0408
H 18.0160 6.9364 13.5347  0.0441
H 17.5064 8.6885 13.4316  -0.0213
H 18.7815 7.9814 12.1871  -0.0538
C 15.7476 13.3320 9.8856  0.0624
N 15.6418 12.3737 11.0208  -0.4161
O 16.6770 12.1081 11.6057  -0.0333
O 14.5582 11.9177 11.2879  0.1017
H 15.1667 14.2136 10.1436  0.1050
H 15.3847 12.8458 8.9836  0.1067
H 16.7985 13.5734 9.7554  0.0910
C 16.9693 11.0752 17.1390  0.0502
N 18.0868 10.1866 16.8166  -0.4207
O 18.6261 9.6548 17.7582  0.0948
O 18.4219 10.0435 15.6511  -0.0466
H 17.2210 11.6719 18.0134  0.1078
H 16.1607 10.3849 17.3717  0.1133
H 16.7815 11.8154 16.3659  0.0712

Summary:
LUMO level = -0.207 Ha
Orbital gap = 5.2 eV
E = -743.8744 Eh
Charge = 0
Spin multiplicity = 1
F_max = 3.49 eV/Å

Record 4
ORCA calculation (ωB97M-V/def2-TZVPD) on a molecular structure, C2H18BO7Zr at a distorted geometry.

Each line ends with the Löwdin charge.
Element x y z (Å)
Zr -0.1923 -0.2135 0.0867  1.8221
B -1.5634 -1.4311 -1.4104  -0.3641
H -0.9744 -1.9972 -0.5549  -0.0362
H -0.9229 -1.2690 -2.4052  0.0335
H -2.5672 -2.0258 -1.6962  0.0344
H -1.8743 -0.3968 -0.9441  -0.0507
O 1.7811 0.5270 0.4856  -0.4007
C 2.1540 1.6454 -0.3102  -0.2940
C 1.4695 1.6708 -1.6794  -0.2874
O 0.3146 0.8545 -1.7142  -0.3902
H 3.2372 1.6425 -0.4581  0.1124
H 1.8788 2.5703 0.2187  0.1050
H 2.1768 1.2276 -2.3927  0.1108
H 1.1982 2.6923 -1.9552  0.1139
O 0.2864 -1.9325 1.4997  -0.1018
H -0.3027 -2.5162 1.9883  0.1089
H 1.1872 -2.1491 1.7711  0.1128
O -0.0222 0.7318 2.3005  -0.1049
H -0.5427 0.9454 3.0823  0.0963
H 0.9102 0.7967 2.5576  0.0951
O -1.3790 1.7710 0.2453  -0.0952
H -1.4625 2.3993 0.9684  0.0957
H -1.8103 2.1630 -0.5237  0.1131
O 1.2691 -1.7549 -0.9996  -0.1151
H 1.0743 -2.6854 -1.1464  0.0939
H 2.0749 -1.5538 -1.4855  0.1058
O -2.1188 -0.5965 1.3253  -0.1188
H -2.3090 -0.2978 2.2195  0.0941
H -2.9705 -0.8180 0.9268  0.1111

Summary:
LUMO level = -0.136 Ha
Orbital gap = 8.1 eV
E = -685.4197 Eh
Charge = +1
Spin multiplicity = 1
F_max = 5.07 eV/Å

Record 5
ORCA calculation (ωB97M-V/def2-TZVPD) on 7 unconnected molecules or ions with the total composition C2H18O7.

Each line ends with the Löwdin charge.
Element x y z (Å)
C -0.1992 1.1436 -2.1224  -0.0752
C -0.4904 -0.3211 -2.4001  -0.3280
O -1.7802 -0.6207 -1.9132  -0.0759
H -0.8100 1.7598 -2.7856  0.0769
H 0.8423 1.3479 -2.3652  0.0719
H -0.4465 1.3634 -1.0893  0.0665
H 0.2323 -0.9514 -1.8616  0.0890
H -0.3814 -0.5868 -3.4553  0.1137
H -2.2110 -1.2891 -2.4491  0.0891
O -0.8282 0.9159 2.8294  -0.0626
H -1.5343 0.3298 2.5044  0.0228
H -0.9530 0.9711 3.7812  0.0641
O 0.5126 3.2966 1.9202  -0.0712
H 1.1287 2.5822 2.1027  0.0174
H -0.3461 2.9045 2.1258  0.0072
O 0.4612 -0.6169 0.8055  -0.0604
H 0.3935 0.1638 1.3730  0.0278
H 1.1324 -0.3951 0.1440  0.0103
O 1.0502 -3.3194 1.4699  -0.0690
H 0.6477 -2.6273 0.9268  -0.0070
H 0.6600 -4.1468 1.1754  0.0272
O -2.4671 -0.3876 1.0051  -0.0621
H -2.7597 0.1344 0.2512  0.0430
H -1.5400 -0.5920 0.7974  0.0042
O 2.8761 -0.2939 -0.7705  -0.0354
H 3.2272 -1.1148 -1.1288  0.0592
H 3.5828 0.3500 -0.8709  0.0565

Summary:
LUMO level = 0.010 Ha
Orbital gap = 10.7 eV
E = -613.6711 Eh
Charge = 0
Spin multiplicity = 1
SMILES = CCO.O.O.O.O.O.O
F_max = 0.98 eV/Å

Record 6
ORCA calculation (ωB97M-V/def2-TZVPD) on a molecular structure, C2H19BeO8 at a distorted geometry.

Each line ends with the Löwdin charge.
Element x y z (Å)
Be -0.7636 -0.6352 0.1527  0.0641
C 2.2806 -1.3356 -0.5332  -0.0846
C 1.8285 -0.3783 0.4607  -0.3316
O 0.5277 0.0888 0.1310  -0.2198
H 3.0145 -2.0812 -0.1343  0.1103
H 2.7477 -0.8736 -1.3040  0.0413
H 1.4699 -1.9621 -0.9728  0.0762
H 2.5449 0.4487 0.7704  0.1294
H 1.8549 -0.9431 1.3774  0.0980
O 0.0114 3.0285 3.8218  -0.0627
H 0.9345 3.1949 3.7333  0.0134
H -0.4581 3.8490 3.5641  0.0577
O 1.2190 2.8814 0.9802  -0.0736
H 0.6368 2.1532 1.2531  0.0083
H 2.0258 2.5697 0.5432  0.0364
O -1.7226 -0.1384 -1.1666  0.0421
H -2.6187 -0.3518 -1.1724  0.0696
H -1.4839 0.8027 -1.6296  0.1426
O -1.9569 2.3729 -1.8075  0.0031
H -1.6503 3.0787 -1.2350  0.0853
H -1.8589 2.6125 -2.7199  0.0737
O -0.8869 -2.2706 0.0458  0.1020
H -1.4226 -2.6839 0.7291  0.1326
H -0.7519 -2.7529 -0.7616  0.0834
O -0.2610 -3.3052 -2.9166  -0.0052
H -0.9461 -3.6612 -3.4568  0.0396
H 0.4242 -3.1527 -3.5325  0.0329
O -1.6007 -0.5642 1.7242  0.1231
H -0.9615 -0.1810 2.2847  0.0952
H -2.1765 0.1902 1.7710  0.1172

Summary:
LUMO level = -0.120 Ha
Orbital gap = 9.6 eV
E = -704.1510 Eh
Charge = +1
Spin multiplicity = 1
F_max = 4.05 eV/Å